The following is a DFT calculation (ωB97M-V/def2-TZVPD) of 5 unconnected molecules or ions with the total composition C39H84N4O5.

Element x y z (Å)
C 5.23 -0.08 1.11
H -1.02 -2.96 -7.71
H 1.58 1.69 0.22
H 6.48 -2.69 1.45
H -1.34 -0.89 5.64
C -2.14 -0.80 4.90
H -4.80 -1.11 -6.51
H 3.75 -0.52 -0.42
C 5.72 -1.88 3.37
H -4.46 -0.65 6.32
H -3.77 -4.08 2.07
H -1.54 6.86 1.77
C 1.60 2.77 0.34
H 5.38 -0.38 -1.03
C 3.51 -2.70 2.50
H -3.15 -3.13 -8.46
H -5.44 -0.50 1.99
C -4.96 -1.43 1.70
C -3.11 -1.04 -4.35
H -1.36 4.68 3.09
H 7.19 0.24 2.06
H 1.89 6.58 2.89
H -1.55 3.29 -1.02
C -2.91 -2.22 -9.01
H -2.70 -0.81 -3.37
O -4.25 -0.46 -6.95
C -2.72 -0.71 2.42
C 1.75 5.81 2.13
C 4.79 -0.72 -0.18
H -1.24 0.82 -8.39
H -0.18 7.47 1.00
H -0.68 1.76 -0.79
H -4.83 -2.30 6.63
C 6.69 -1.92 2.19
H 2.20 2.95 1.23
H 2.30 -2.46 -0.15
N 4.24 -0.31 2.23
C 0.30 5.54 1.85
H -1.50 -3.36 5.40
C -0.27 4.68 3.02
C 0.17 3.34 0.42
H -4.01 -0.47 -4.15
H -0.02 3.13 -1.75
C -3.19 -2.00 5.10
H 5.83 -2.90 3.74
H 6.03 1.72 0.04
H -3.41 -1.56 7.29
C -2.07 0.92 -5.56
C -2.28 -0.63 -5.58
C -2.28 -1.21 -8.07
H 2.32 5.01 2.61
H 7.70 -2.06 2.58
H 0.75 -2.10 -6.57
H -3.07 -4.03 6.03
H 1.10 3.08 3.08
H 2.31 5.99 1.22
H -3.02 0.62 -8.84
H -0.21 1.59 1.61
H 2.58 -0.98 4.50
N 0.13 4.86 0.53
C -2.58 -3.41 5.28
H 5.63 2.02 1.69
H 1.51 -0.34 0.60
H -0.15 7.47 2.71
H -0.99 -1.64 3.26
H 6.26 -1.18 4.01
H 4.41 1.79 0.44
H -2.48 -2.39 -10.00
H 1.13 -0.30 -1.47
H 4.83 -1.81 -0.19
H -2.75 -4.06 4.41
H 2.98 0.91 2.39
H 0.16 5.13 3.91
N -3.01 -1.06 -6.80
C 3.66 -1.09 4.54
C -0.50 2.64 1.61
H -2.16 -3.35 2.35
H 0.24 -0.43 -6.90
H -4.62 -1.34 0.67
H -0.31 -1.00 -4.59
H -1.08 1.17 -5.94
C 6.66 -0.52 1.50
H 0.82 -3.13 -0.27
H -5.88 -2.03 4.60
C 0.03 3.16 2.93
C -0.11 -1.43 -6.62
N -4.17 -1.93 4.03
H -1.29 -2.13 -0.77
H 1.55 -2.86 -1.81
H -3.05 -3.06 0.99
H 2.51 -2.47 2.12
H -0.47 2.59 3.71
H -0.99 0.15 3.35
H 2.11 3.23 -0.51
C -0.71 -1.49 -1.43
H -5.75 -2.18 1.69
H 7.30 -0.65 0.63
H -1.14 -0.52 -1.70
O -5.28 -2.69 4.24
H -2.65 0.12 5.18
C -4.00 -1.64 6.38
H -1.73 0.12 -9.83
H 3.97 -3.06 1.58
H -1.59 2.76 1.57
C 1.44 -2.42 -0.82
C 4.25 -1.44 3.12
C -0.98 -1.37 -5.37
H -3.90 -1.85 -9.28
H -2.14 1.30 -4.54
H -3.34 -2.10 -4.32
C -1.60 -0.76 3.45
H 3.69 -1.90 5.26
H -1.19 -2.42 -5.16
O 2.97 0.08 1.92
H -2.21 -0.80 1.46
H 4.14 -0.18 4.90
C 5.35 1.41 0.84
C -0.57 2.85 -0.86
C -3.82 -1.84 2.60
O 0.62 5.47 -0.60
H -0.68 -1.98 -2.40
H -3.30 0.21 2.43
H -2.87 1.51 -6.01
C -2.02 0.17 -8.78
H -0.21 5.67 -1.02
C -0.45 6.86 1.86
C 0.69 -1.12 -0.90
O 0.61 -0.57 0.35
C -3.19 -3.15 2.07
C -0.86 -1.88 -7.81
H -0.16 -1.76 -8.63
H 3.37 -3.44 3.28

Properties
Energy relative to the best compared isomer or geometry (same formula, charge and spin): 91.2 kcal/mol
Energy: -57995.765 eV
HOMO: -7.8819 eV
SMILES: CC1(C)CCCC(C)(C)N1O.CC1(C)CCCC(C)(C)N1O.CC1(C)CCCC(C)(C)N1O.CC1(C)CCCC(C)(C)N1O.CC(C)O

Atom charges from the Mulliken analysis, given in e for atoms 1 to 2: 1.935 0.423